The following is a DFT calculation (ωB97M-V/def2-TZVPD) of one molecule with the formula C2H2FNS.

Geometry as XYZ:
```
7
Properties=species:S:1:pos:R:3
C 0.275 -1.652 -0.233
C -0.178 -0.326 -0.057
N 0.692 -2.723 -0.078
F -2.741 -0.590 0.873
S -2.144 -0.267 -0.679
H 0.403 0.564 -0.575
H -0.248 -0.011 0.940
```

The multiplicity is 3. The LUMO energy (alpha / beta) is -0.25 / -2.85 eV. As for the energy above the lowest of the compared OMol25 structures with the same formula, charge and spin: 0.0000 eV. As for the expectation value of S²: 2.007. Its molecular weight is 91.1 Da. Its orbital gap (alpha / beta) is 7.236 / 8.585 eV.

---

The following is a DFT calculation (ωB97M-V/def2-TZVPD) of one molecule with the formula C4H7NO.

Geometry as XYZ:
```
13
Properties=species:S:1:pos:R:3
C -1.124 0.898 1.034
N -0.695 0.121 -0.125
C -0.216 -1.212 0.112
C 0.738 -0.122 -0.242
C 1.302 0.040 -1.612
O 2.359 0.582 -1.836
H -1.965 0.395 1.522
H -1.456 1.882 0.690
H -0.327 1.029 1.782
H -0.168 -1.577 1.140
H -0.507 -1.953 -0.631
H 1.384 0.252 0.553
H 0.667 -0.355 -2.431
```

The LUMO energy is 0.92 eV. As for the energy above the lowest of the compared OMol25 structures with the same formula, charge and spin: 2.2907 eV. Its molecular weight is 85.1 Da. Its SMILES is CN1C[C@H]1C=O. Its orbital gap is 10.525 eV.

---

The following is a DFT calculation (ωB97M-V/def2-TZVPD) of C59H74BiBr2ClIN8O2P as an isolated structure.

Geometry as XYZ:
```
149
Properties=species:S:1:pos:R:3
Bi -0.332 -0.776 0.177
Br 3.301 2.563 2.638
C 2.610 0.897 3.232
C 3.068 0.458 4.480
C 2.598 -0.703 5.027
Br 3.269 -1.235 6.733
C 1.606 -1.459 4.373
C 0.994 -2.620 4.884
C -0.038 -3.202 4.202
C -0.477 -2.628 3.002
N 0.108 -1.569 2.490
C 1.146 -0.986 3.117
C 1.679 0.188 2.463
O 1.280 0.534 1.297
H 3.794 1.053 5.015
H 1.332 -3.031 5.826
H -0.521 -4.092 4.583
H -1.319 -3.020 2.434
Cl -3.135 -6.972 -3.746
C -2.757 -5.748 -2.547
C -3.438 -5.756 -1.358
C -3.170 -4.779 -0.397
I -4.223 -4.806 1.422
C -2.242 -3.729 -0.562
O -2.069 -2.796 0.282
C -1.470 -3.818 -1.798
N -0.469 -2.926 -1.932
C 0.263 -2.918 -3.015
C 0.032 -3.802 -4.085
C -0.963 -4.735 -3.970
C -1.747 -4.790 -2.794
H -4.185 -6.514 -1.167
H 1.062 -2.180 -3.044
H 0.644 -3.747 -4.976
H -1.154 -5.444 -4.764
C 5.122 0.382 0.270
C 5.574 -0.920 -0.408
C 5.715 -0.867 -1.943
C 4.822 -2.171 0.053
C 5.679 -3.111 0.631
C 5.288 -4.363 1.062
C 3.952 -4.694 0.891
C 3.038 -3.808 0.353
C 1.633 -4.346 0.147
C 1.632 -5.326 -1.031
C 1.069 -5.034 1.396
C 3.407 -2.472 -0.089
N 2.389 -1.693 -0.581
C 2.561 -0.510 -1.252
C 1.651 0.317 -1.829
N 0.250 0.209 -2.036
C -0.192 0.856 -3.166
C -1.550 1.207 -3.548
C -1.728 2.305 -4.388
C -0.693 2.974 -5.025
C 0.546 2.344 -4.998
C 0.784 1.259 -4.174
C 1.952 0.343 -4.542
C 1.604 -0.387 -5.850
C 3.294 1.059 -4.672
C -2.858 0.427 -3.318
C -3.779 0.977 -2.235
C -2.659 -1.060 -3.088
H 5.563 1.255 -0.223
H 5.470 0.371 1.308
H 4.047 0.504 0.292
H 6.599 -1.055 -0.057
H 4.762 -0.921 -2.467
H 6.314 -1.722 -2.269
H 6.230 0.051 -2.249
H 6.728 -2.846 0.739
H 5.998 -5.062 1.490
H 3.618 -5.689 1.174
H 1.001 -3.506 -0.108
H 2.349 -6.133 -0.854
H 1.921 -4.809 -1.950
H 0.640 -5.769 -1.179
H 1.546 -6.004 1.572
H -0.006 -5.210 1.282
H 1.226 -4.413 2.277
H 3.550 -0.103 -1.390
H 2.099 1.218 -2.250
H -2.751 2.624 -4.580
H -0.872 3.861 -5.622
H 1.322 2.665 -5.689
H 2.065 -0.411 -3.771
H 1.552 0.315 -6.689
H 0.629 -0.872 -5.759
H 2.353 -1.154 -6.083
H 3.278 1.794 -5.483
H 4.090 0.339 -4.885
H 3.545 1.577 -3.744
H -3.398 0.533 -4.265
H -3.306 0.893 -1.260
H -4.714 0.404 -2.216
H -4.024 2.024 -2.434
H -2.181 -1.232 -2.128
H -2.034 -1.502 -3.867
H -3.623 -1.576 -3.083
N -1.741 0.657 0.910
P -1.661 2.065 1.546
N -1.118 3.455 0.734
C 0.335 3.697 0.554
C 0.606 4.628 -0.632
C -0.468 5.709 -0.678
C -1.806 5.049 -1.038
C -1.843 3.602 -0.539
N -3.256 2.528 1.933
C -3.648 3.915 2.195
C -4.935 4.264 1.452
C -6.098 3.407 1.986
C -5.587 2.036 2.467
C -4.371 1.619 1.647
N -0.857 2.186 3.026
C -1.124 1.064 3.951
C -1.735 1.553 5.259
C -0.728 2.448 6.001
C 0.114 3.248 4.988
C -0.678 3.468 3.706
H 0.885 2.769 0.424
H 0.710 4.193 1.449
H 0.611 4.072 -1.575
H 1.602 5.057 -0.497
H -0.222 6.493 -1.398
H -0.538 6.173 0.313
H -1.928 5.022 -2.123
H -2.634 5.629 -0.617
H -1.431 2.937 -1.295
H -2.872 3.298 -0.382
H -2.833 4.573 1.901
H -3.834 4.072 3.270
H -4.788 4.084 0.383
H -5.156 5.328 1.574
H -6.844 3.270 1.199
H -6.594 3.930 2.809
H -6.371 1.282 2.368
H -5.304 2.085 3.523
H -4.656 1.632 0.587
H -4.057 0.602 1.875
H -0.193 0.544 4.191
H -1.777 0.345 3.458
H -2.011 0.691 5.870
H -2.652 2.111 5.043
H -0.071 1.833 6.622
H -1.259 3.129 6.673
H 1.025 2.700 4.737
H 0.414 4.212 5.405
H -0.149 4.154 3.048
H -1.641 3.936 3.965
```

The LUMO energy is 3.54 eV. As for the energy above the lowest of the compared OMol25 structures with the same formula, charge and spin: 1.6961 eV. Its molecular weight is 1489.4 Da. Its net charge is -2. Its orbital gap is 4.091 eV.

---

The following is a DFT calculation (ωB97M-V/def2-TZVPD) of C4H7OPt as an isolated structure.

Geometry as XYZ:
```
13
Properties=species:S:1:pos:R:3
H 0.100 -0.671 -1.864
C -1.168 -0.191 -0.079
C -0.097 -0.973 -0.831
C 0.373 -0.063 0.263
O 0.855 -0.536 1.428
Pt 0.732 -1.817 2.351
H -1.788 0.465 -0.695
H -1.734 -0.748 0.673
H -0.021 -2.041 -0.609
H 1.687 1.230 -0.178
C 0.537 1.477 -0.113
H 0.200 1.768 -1.117
H 0.325 2.100 0.771
```

The multiplicity is 4. The LUMO energy (alpha / beta) is 0.63 / -1.49 eV. As for the energy above the lowest of the compared OMol25 structures with the same formula, charge and spin: 0.0836 eV. As for the expectation value of S²: 3.758. Its molecular weight is 266.2 Da. Its orbital gap (alpha / beta) is 7.290 / 7.946 eV.